1.
ORCA calculation (the ωB97M-V functional and the def2-TZVPD basis) on a molecular structure, C57H66F3MnN4O5S2.

Last column: Mulliken charge in e.
Atoms and positions in Å:
Mn  0.496  -0.218  -0.057  -0.069
C  -5.428  -4.019  0.700  -2.086
C  -4.645  -4.487  -0.528  1.801
C  -5.525  -4.280  -1.769  -1.836
C  -4.350  -5.985  -0.359  -1.580
C  -3.340  -3.708  -0.705  0.039
C  -2.951  -2.709  0.164  -0.144
C  -1.787  -1.970  -0.087  -0.227
N  -1.243  -0.953  0.673  1.255
C  -1.634  -0.357  1.820  0.780
C  -2.865  -0.470  2.501  -1.264
C  -3.074  0.225  3.661  0.014
C  -2.026  1.039  4.160  -0.126
C  -0.814  1.225  3.528  -0.393
C  -0.620  0.540  2.312  -0.103
O  0.471  0.677  1.596  -0.954
C  0.263  2.157  4.087  2.518
C  0.508  3.313  3.099  -1.513
C  -0.157  2.764  5.425  -2.433
C  1.564  1.368  4.305  -1.522
C  -4.441  0.149  4.345  2.126
C  -5.496  0.783  3.427  -1.625
C  -4.811  -1.318  4.607  -1.522
C  -4.462  0.898  5.679  -2.361
C  -0.971  -2.256  -1.220  0.660
O  0.096  -1.490  -1.401  -1.071
C  -1.310  -3.324  -2.066  0.837
C  -2.498  -3.993  -1.787  -0.921
C  -0.450  -3.838  -3.237  2.051
C  0.032  -5.259  -2.900  -1.664
C  -1.300  -3.883  -4.518  -1.895
C  0.797  -2.997  -3.529  -1.523
H  -6.344  -4.606  0.792  0.519
H  -5.711  -2.965  0.623  0.392
H  -4.852  -4.158  1.620  0.377
H  -6.484  -4.793  -1.645  0.472
H  -5.047  -4.675  -2.669  0.317
H  -5.720  -3.217  -1.931  0.362
H  -5.285  -6.549  -0.295  0.549
H  -3.781  -6.159  0.558  0.168
H  -3.769  -6.383  -1.195  0.226
H  -3.530  -2.509  1.047  -0.220
H  -3.664  -1.062  2.090  0.526
H  -2.198  1.574  5.081  0.723
H  -0.416  3.869  2.923  0.353
H  0.872  2.947  2.140  0.108
H  1.252  3.999  3.517  0.501
H  -1.041  3.398  5.322  0.412
H  0.657  3.389  5.799  0.464
H  -0.362  1.996  6.177  0.404
H  1.928  0.939  3.372  0.120
H  1.406  0.559  5.024  0.316
H  2.336  2.034  4.703  0.468
H  -5.584  0.237  2.484  0.222
H  -5.237  1.816  3.195  0.299
H  -6.475  0.777  3.915  0.520
H  -4.942  -1.876  3.676  0.123
H  -5.753  -1.372  5.160  0.487
H  -4.037  -1.818  5.196  0.363
H  -4.288  1.968  5.544  0.411
H  -3.715  0.506  6.377  0.395
H  -5.446  0.782  6.139  0.478
H  -2.780  -4.807  -2.447  0.370
H  -0.797  -5.914  -2.622  0.177
H  0.737  -5.234  -2.063  0.203
H  0.539  -5.695  -3.767  0.551
H  -2.048  -4.680  -4.488  0.276
H  -0.660  -4.061  -5.387  0.557
H  -1.826  -2.936  -4.670  0.222
H  1.448  -2.921  -2.659  -0.055
H  0.542  -1.981  -3.840  0.199
H  1.352  -3.478  -4.341  0.586
C  0.293  -7.277  2.743  -2.191
C  -0.137  -6.018  1.983  2.659
C  -0.977  -6.434  0.766  -1.593
C  -1.011  -5.171  2.914  -1.844
C  1.072  -5.232  1.473  -0.036
C  2.258  -5.898  1.106  -0.184
C  3.339  -5.238  0.551  -1.175
C  3.240  -3.865  0.353  1.301
S  4.359  -2.746  -0.362  -0.425
C  3.210  -1.461  -0.111  0.792
N  2.115  -1.824  0.464  0.202
C  2.081  -3.185  0.718  -1.671
C  1.000  -3.864  1.275  0.360
C  3.388  -0.075  -0.590  0.770
C  4.641  0.429  -0.924  -0.732
C  4.759  1.738  -1.362  -0.934
C  3.619  2.530  -1.452  -0.740
C  2.375  2.009  -1.113  0.451
C  2.224  0.694  -0.690  0.195
H  -0.585  -7.740  3.199  0.464
H  1.005  -7.040  3.537  0.413
H  0.745  -8.021  2.084  0.396
H  -1.851  -7.011  1.088  0.564
H  -0.389  -7.056  0.084  0.409
H  -1.328  -5.557  0.214  0.081
H  -1.862  -5.766  3.253  0.502
H  -1.414  -4.286  2.415  0.272
H  -0.450  -4.843  3.794  0.376
H  2.336  -6.968  1.246  0.283
H  4.236  -5.781  0.277  0.406
H  0.115  -3.290  1.526  -0.140
H  5.522  -0.196  -0.823  0.422
H  5.728  2.142  -1.623  0.390
H  3.700  3.559  -1.781  0.482
H  1.511  2.663  -1.184  0.559
F  -1.134  0.400  -7.761  -0.287
C  -1.245  -0.593  -6.862  0.795
F  -2.439  -1.173  -7.047  -0.295
F  -0.302  -1.502  -7.164  -0.245
C  -1.072  -0.086  -5.456  0.689
C  -2.100  -0.150  -4.539  -0.790
C  -1.852  0.306  -3.251  -0.276
N  -0.680  0.789  -2.859  0.109
C  0.298  0.864  -3.764  -0.138
C  0.150  0.440  -5.074  -1.405
H  -3.073  -0.536  -4.808  0.476
H  -2.638  0.273  -2.502  0.399
H  1.247  1.259  -3.418  0.413
H  0.973  0.513  -5.774  0.477
N  -1.460  2.306  -0.262  0.462
C  -2.405  3.299  0.090  0.303
C  -2.121  4.651  -0.085  -0.513
C  -3.052  5.616  0.274  -0.900
C  -4.282  5.248  0.816  -0.147
C  -4.555  3.903  1.004  -0.968
C  -3.621  2.932  0.653  0.512
S  -5.505  6.503  1.194  1.299
O  -5.854  7.063  -0.105  -0.698
O  -6.586  5.768  1.839  -0.728
O  -4.811  7.441  2.067  -0.713
H  -0.798  2.564  -0.973  0.045
H  -1.884  1.413  -0.455  -0.797
H  -1.161  4.942  -0.505  0.350
H  -2.839  6.669  0.137  0.352
H  -5.514  3.635  1.430  0.587
H  -3.832  1.877  0.813  0.361

electronic energy: -5054.05686 Eh
E_HOMO (spin up / spin down): -5.0 / -5.0 eV
F_max: 0.44 eV/Å
total charge: -1
molar mass: 1063.244 u
spin multiplicity: 6
HOMO-LUMO gap (spin up / spin down): 6.553 / 4.746 eV

---

2.
ORCA calculation (the ωB97M-V functional and the def2-TZVPD basis) on a molecular structure, C41H45BrN4P2Se2SiW at a distorted geometry.

Last column: Mulliken charge in e.
Atoms and positions in Å:
W  0.564  -0.331  0.280  1.714
C  -2.479  0.697  -1.632  -1.954
C  -1.672  1.971  -1.768  -1.769
P  -0.377  2.177  -0.488  2.000
C  0.486  3.611  -1.226  1.182
C  1.001  3.493  -2.522  -0.435
C  1.602  4.573  -3.148  -0.855
C  1.682  5.796  -2.492  -0.737
C  1.155  5.926  -1.218  -0.777
C  0.562  4.840  -0.583  -0.912
C  -1.250  2.887  0.937  0.006
C  -0.516  3.114  2.099  -0.553
C  -1.123  3.629  3.231  -0.999
C  -2.482  3.924  3.211  -0.684
C  -3.216  3.729  2.052  -0.983
C  -2.602  3.213  0.916  -0.623
P  -1.346  -0.730  -1.427  0.789
C  -2.489  -2.132  -1.345  0.986
C  -3.326  -2.261  -0.235  -0.304
C  -4.289  -3.257  -0.197  -0.795
C  -4.416  -4.141  -1.261  -0.668
C  -3.567  -4.038  -2.352  -0.852
C  -2.601  -3.040  -2.395  -0.867
C  -0.557  -0.838  -3.071  1.256
C  -1.280  -0.539  -4.230  -0.502
C  -0.681  -0.603  -5.478  -0.777
C  0.652  -0.979  -5.594  -0.782
C  1.376  -1.297  -4.456  -0.768
C  0.775  -1.226  -3.205  -0.941
H  -3.093  0.519  -2.513  1.173
H  -3.160  0.725  -0.779  0.801
H  -2.278  2.877  -1.751  0.881
H  -1.163  1.964  -2.733  0.702
H  0.899  2.571  -3.089  0.040
H  1.992  4.465  -4.152  0.471
H  2.139  6.645  -2.982  0.417
H  1.195  6.880  -0.710  0.451
H  0.162  4.969  0.412  0.422
H  0.547  2.903  2.103  0.750
H  -0.545  3.798  4.130  0.477
H  -2.964  4.312  4.099  0.474
H  -4.268  3.979  2.028  0.444
H  -3.200  3.071  0.026  0.325
H  -3.232  -1.589  0.609  0.206
H  -4.942  -3.340  0.662  0.494
H  -5.175  -4.912  -1.237  0.418
H  -3.657  -4.730  -3.180  0.454
H  -1.947  -2.971  -3.255  0.427
H  -2.325  -0.266  -4.178  0.403
H  -1.258  -0.364  -6.362  0.464
H  1.116  -1.036  -6.569  0.437
H  2.407  -1.617  -4.541  0.480
H  1.347  -1.521  -2.331  0.504
N  2.735  1.937  -0.545  -0.351
N  2.249  0.764  -1.237  -0.500
H  3.209  2.548  -1.205  0.317
H  3.417  1.625  0.133  0.123
H  3.048  0.257  -1.616  0.512
H  1.711  1.103  -2.031  -0.162
Se  3.559  -1.602  0.420  0.330
N  2.502  -0.360  1.244  -0.844
C  3.259  0.311  2.096  0.151
C  2.820  1.360  2.973  0.468
C  3.735  1.952  3.769  -0.886
C  5.134  1.575  3.777  -0.708
C  5.595  0.603  2.972  -0.780
C  4.665  -0.062  2.089  0.715
N  5.004  -1.001  1.244  -0.725
H  1.778  1.635  3.004  0.404
H  3.415  2.739  4.440  0.501
H  5.807  2.086  4.452  0.418
H  6.632  0.297  2.962  0.508
Br  -2.875  0.378  6.066  -0.125
C  -1.937  0.131  4.465  -0.307
C  -2.592  0.298  3.254  -0.754
C  -1.871  0.168  2.078  -0.112
C  -0.506  -0.132  2.073  1.625
C  0.105  -0.362  3.314  -0.910
C  -0.594  -0.218  4.502  -0.921
H  -3.646  0.541  3.234  0.564
H  -2.398  0.339  1.149  0.273
H  1.136  -0.681  3.371  0.784
H  -0.104  -0.384  5.452  0.524
C  1.336  -5.393  2.024  -1.005
Si  0.487  -5.123  0.424  0.450
C  -1.316  -5.403  0.385  -0.672
C  1.438  -5.440  -1.112  -0.999
Se  0.526  -2.706  0.351  -0.319
H  1.385  -6.460  2.262  0.432
H  0.790  -4.894  2.825  0.309
H  2.353  -5.003  1.992  0.307
H  -1.542  -6.471  0.471  0.514
H  -1.737  -5.034  -0.550  -0.014
H  -1.798  -4.889  1.217  0.332
H  1.555  -6.514  -1.287  0.434
H  2.434  -5.002  -1.045  0.308
H  0.914  -5.012  -1.967  0.281

electronic energy: -10224.05463 Eh
E_HOMO (spin up / spin down): -12.5 / -13.0 eV
F_max: 1.29 eV/Å
total charge: +2
molar mass: 1105.537 u
spin multiplicity: 3
HOMO-LUMO gap (spin up / spin down): 6.016 / 6.493 eV

---

3.
ORCA calculation (the ωB97M-V functional and the def2-TZVPD basis) on a single C4H7N3O molecule at a distorted geometry.

Last column: Mulliken charge in e.
Atoms and positions in Å:
H  0.406  -0.503  2.329  0.273
N  -0.483  -0.045  2.510  -0.521
C  -0.995  0.557  1.548  0.056
O  -0.323  1.269  0.491  -0.375
C  0.274  0.512  -0.499  0.599
N  -0.190  0.942  -1.748  -0.595
N  1.658  0.471  -0.406  -0.412
C  -0.356  -1.140  -0.196  -0.364
C  -0.521  -2.334  -0.291  -0.429
H  -1.995  0.971  1.612  0.376
H  -1.197  1.009  -1.788  0.252
H  0.187  0.401  -2.514  0.239
H  1.995  0.252  0.521  0.221
H  2.150  1.010  -1.105  0.218
H  -0.611  -3.372  -0.464  0.460

electronic energy: -395.98525 Eh
E_HOMO: -9.7 eV
F_max: 3.38 eV/Å
molar mass: 113.120 u
SMILES: [H]/N=C\OC(N)(N)C#C
spin multiplicity: 1
HOMO-LUMO gap: 10.580 eV